This record from OMol25 describes C41H30IIrN2O2P as an isolated structure. The level of theory is ωB97M-V with the def2-TZVPD basis set.

Last column: Löwdin spin population.
Atoms and positions in Å:
Ir: -0.996 0.701 -0.598  2.535
I: 0.105 2.902 1.965  0.077
C: 0.621 1.366 3.282  0.000
C: 0.127 1.505 4.552  0.004
C: 0.533 0.646 5.586  -0.001
C: 1.473 -0.305 5.326  0.003
C: 1.993 -0.477 4.021  0.000
C: 3.008 -1.445 3.823  0.007
C: 3.555 -1.642 2.595  0.001
C: 3.029 -0.940 1.498  0.013
C: 2.024 -0.006 1.623  0.026
P: 1.355 0.533 0.013  0.177
C: 2.280 1.940 -0.634  0.023
C: 1.631 2.886 -1.423  0.020
C: 2.350 3.934 -1.976  0.001
C: 3.713 4.044 -1.734  0.001
C: 4.357 3.109 -0.935  0.001
C: 3.645 2.055 -0.383  0.004
C: 1.671 -0.849 -1.131  0.031
C: 2.103 -0.563 -2.429  0.021
C: 2.167 -1.570 -3.379  0.000
C: 1.804 -2.867 -3.045  0.025
C: 1.384 -3.157 -1.753  -0.001
C: 1.311 -2.155 -0.801  0.021
C: 1.527 0.322 2.935  0.002
H: -0.561 2.310 4.771  0.001
H: 0.130 0.778 6.581  0.000
H: 1.852 -0.943 6.115  0.000
H: 3.348 -2.011 4.682  0.000
H: 4.351 -2.358 2.441  0.000
H: 3.413 -1.184 0.516  0.001
H: 0.560 2.837 -1.602  0.014
H: 1.835 4.665 -2.586  0.000
H: 4.273 4.864 -2.162  0.000
H: 5.416 3.204 -0.735  0.000
H: 4.153 1.335 0.246  0.000
H: 2.385 0.445 -2.701  0.001
H: 2.502 -1.340 -4.382  0.000
H: 1.853 -3.652 -3.788  0.001
H: 1.111 -4.169 -1.483  0.000
H: 0.977 -2.395 0.203  0.000
C: -1.845 0.219 -4.853  0.002
C: -2.282 -1.100 -4.905  0.043
C: -2.341 -1.868 -3.751  0.002
C: -1.948 -1.317 -2.535  0.062
C: -1.501 0.012 -2.479  0.192
C: -1.466 0.779 -3.641  0.078
C: -1.981 -2.066 -1.261  0.031
C: -2.162 -3.467 -1.202  0.006
C: -2.088 -4.105 -0.003  0.013
C: -1.848 -3.369 1.181  0.007
C: -1.734 -3.978 2.451  0.002
C: -1.501 -3.217 3.561  0.001
C: -1.388 -1.817 3.444  0.002
C: -1.498 -1.199 2.229  0.004
C: -1.716 -1.968 1.068  0.020
N: -1.779 -1.360 -0.158  0.149
H: -1.811 0.811 -5.759  0.000
H: -2.593 -1.528 -5.849  0.002
H: -2.710 -2.883 -3.812  0.001
H: -1.150 1.817 -3.602  0.008
H: -2.326 -4.020 -2.114  0.001
H: -2.200 -5.181 0.059  0.001
H: -1.834 -5.054 2.524  0.000
H: -1.413 -3.682 4.534  0.000
H: -1.219 -1.219 4.330  0.000
H: -1.443 -0.122 2.146  0.003
O: -2.897 1.232 0.777  0.148
C: -3.000 2.322 0.174  0.031
C: -4.088 3.357 0.240  0.006
C: -3.634 4.373 -0.819  0.009
C: -2.322 3.810 -1.373  0.016
O: -1.636 4.282 -2.242  0.005
N: -2.036 2.639 -0.686  0.143
H: -4.149 3.766 1.248  0.001
H: -5.049 2.892 0.018  0.001
H: -3.441 5.364 -0.412  0.000
H: -4.340 4.491 -1.639  0.001

Results
Energy above the lowest of the compared OMol25 structures with the same formula, charge and spin (kcal/mol): 0.0
Molecular weight (g mol⁻¹): 932.798
Multiplicity: 5
Charge: +1
Expectation value of S²: 6.015
LUMO level (alpha / beta) (eV): -2.849 / -4.667
Gap between HOMO and LUMO (alpha / beta) (eV): 6.77 / 6.30